Entry 1:
C32H42BF6N5O5Os as an isolated structure, computed with wB97M-V/def2-TZVPD.

Cartesian coordinates (Å):
Os 1.692563 -1.010040 -0.057376
F -0.241048 -3.243493 -0.135138
F -1.100912 -1.257245 -0.371330
F 0.800115 -3.150179 -2.612900
F -1.340719 -2.896211 -2.446699
F -0.111895 -1.205490 -2.954493
F -3.427347 3.512679 -0.606300
O 3.542535 -0.002292 -3.595339
O 1.991913 -3.852670 1.270740
O 0.589075 -2.493653 2.462009
O 0.591692 0.678418 -0.659763
O 2.505595 -1.067331 -1.954017
N 1.226810 -0.034975 1.750136
N -4.356343 7.265601 -3.828811
N 3.512393 -2.076822 0.086524
N -3.452479 5.010048 -3.022889
N 0.577686 2.627924 -4.266094
C 1.308066 4.723053 -5.387047
C 2.640585 -0.077662 -2.788235
C -1.435575 2.464719 -1.193997
C -4.275070 5.626242 -1.982346
C -0.161868 -2.324146 -2.216013
C -1.421550 3.843735 -3.594946
C -4.335368 6.224751 -4.921538
C 1.523532 -4.543703 2.381228
C 1.800386 -5.821749 2.786230
C -5.086779 6.764208 -2.618177
C -2.444577 4.078723 -2.694541
C 0.609182 1.231061 -1.815067
C 1.497678 1.700357 -3.988226
C -0.010850 -2.014919 -0.709039
C 0.328543 -5.437259 4.710835
C -4.194309 4.847213 -4.266065
C 1.550086 0.969809 -2.826782
C -0.414656 2.903818 -3.335979
C 0.665015 3.353809 -5.545115
C -1.865602 -5.861102 5.828970
C 4.066800 -1.249416 2.397639
C 4.487886 -1.317520 0.919451
C 0.678755 -3.729268 3.104602
C 0.068619 -4.133642 4.261582
C -2.424454 3.353078 -1.487005
C 0.050810 -7.354344 6.351959
C 0.078758 -5.004964 7.159449
C 3.482992 0.090053 2.883810
C 2.421087 0.791412 2.047565
C -0.405703 2.221046 -2.111270
C -0.340710 -5.920043 5.999468
C 1.183223 -6.248308 3.964986
B 1.366472 -2.610547 1.311873
H -0.593675 -3.466903 4.797744
H -0.391032 -5.339711 8.085756
H 1.384688 -7.254936 4.299314
H 3.816586 -2.092648 -0.890127
H 2.454089 -6.471672 2.221147
H -5.179331 4.406592 -4.075463
H -0.333788 3.419745 -5.974051
H 1.125596 -7.452930 6.514926
H -5.255895 6.318689 -5.494128
H 2.253597 1.509945 -4.739749
H -4.774712 8.130373 -4.172421
H -0.450356 -7.646256 7.275329
H -2.354606 -6.205838 6.741460
H 2.841890 1.124125 1.085618
H 5.456592 -1.808597 0.827533
H -0.252318 -8.059237 5.575809
H -2.212075 -4.846315 5.627057
H -4.982622 4.936766 -1.517430
H -6.063063 6.431375 -2.964698
H 1.348066 5.226616 -6.352077
H 0.963275 -0.611039 2.548323
H -3.393951 7.475777 -3.560228
H 3.103171 -0.053340 3.898163
H -1.405588 4.418364 -4.509487
H -3.621785 6.012429 -1.201125
H 3.475744 -3.040525 0.414378
H -2.188281 -6.500238 5.005229
H -3.671223 4.177411 -4.942558
H 2.120900 1.701620 2.568696
H 2.327795 4.625718 -5.015014
H 3.402723 -2.085443 2.625861
H 4.304101 0.805693 2.969775
H 0.437698 0.567887 1.526368
H -1.473072 1.908185 -0.268323
H -0.222435 -3.970150 6.988668
H 4.611800 -0.321331 0.483741
H 1.161259 -5.027676 7.299038
H 0.753580 5.351594 -4.689316
H 4.955622 -1.416565 3.007019
H -3.490235 6.458800 -5.565477
H 1.251624 2.731434 -6.216358
H -5.231390 7.589446 -1.925443

Cartesian forces (eV/Å) of the 2 atoms listed first:
0.281 -0.291 -0.128
-0.015 0.005 0.056

## Properties
E_LUMO in eV: -5.2
Spin multiplicity: 1
Net charge: +2
Relative energy (zero: lowest compared OMol25 entry of this formula, charge and spin) in kJ/mol: 0.00
Frontier orbital gap in eV: 6.835


Entry 2:
A 2-piece molecular cluster, C3H4F3N4O2 overall in a non-equilibrium geometry, computed with wB97M-V/def2-TZVPD.

Cartesian coordinates (Å):
F -2.636559 1.095993 0.546683
F -2.877642 -0.993536 0.559383
F -3.380115 0.153600 -1.129066
O 0.425337 -1.979601 -1.657484
O -0.307204 -0.297877 1.308970
N -1.213839 -0.222075 -0.739362
N -0.360098 -0.778350 0.158494
N 1.396914 1.239200 -1.515315
N 0.076390 2.044603 0.373111
C 0.507149 -1.598154 -0.330322
C -2.374287 0.019192 -0.223113
C 0.783186 1.663741 -0.648542
H 0.064156 1.152254 0.963439
H -0.242015 -1.257364 -1.940687
H 1.260615 -2.023446 0.262169
H -0.583898 2.790768 0.223681

Cartesian forces (eV/Å) of the 2 atoms listed first:
0.754 1.710 1.127
-0.003 -1.050 0.915

## Properties
E_LUMO in eV: 4.0
Spin multiplicity: 1
Net charge: -1
Relative energy (zero: lowest compared OMol25 entry of this formula, charge and spin) in kJ/mol: 0.00
Frontier orbital gap in eV: 8.079


Entry 3:
C29H43N4OOsP2 as an isolated structure in a non-equilibrium geometry, computed with wB97M-V/def2-TZVPD.

Cartesian coordinates (Å):
Os 0.476559 -0.178474 -0.123420
P -1.185451 -1.930436 -0.141217
P 1.731520 1.771489 -0.773235
O 2.257251 -1.178008 0.447075
N -0.908805 0.320992 3.223160
N -0.990993 0.916431 -0.330796
N 2.738796 -1.487105 2.702188
N 0.765445 -0.477772 1.856255
C 1.066056 -0.674723 4.194327
C -0.949470 2.179753 -1.020375
C 0.132970 -4.178737 0.634265
C 4.040731 -2.128482 2.436398
C -2.257614 0.543784 0.253934
C -0.796965 4.655255 -2.268339
C 2.312220 1.128320 -2.378295
C 2.990589 2.595094 0.260241
C 0.308172 2.809408 -1.183988
C 1.977408 -1.080424 1.675688
C -4.720803 -0.265240 1.219721
C -2.193132 -4.020243 1.625529
C 3.938594 3.540357 -0.479889
C -3.825097 -1.217024 0.741331
C -2.008037 3.987027 -2.202259
C -2.092231 2.745990 -1.585337
C -4.356435 1.071125 1.291474
C 0.275643 -0.258319 3.085334
C -1.498395 -2.648706 -1.810359
C 2.563727 2.098495 -3.526159
C 0.363298 4.052239 -1.791470
C -2.567878 -0.833035 0.297591
C -2.469632 -3.830050 -1.818723
C 2.262100 -1.269893 3.967149
C -3.128592 1.488847 0.797478
C 2.301369 3.277362 1.439743
C 1.197200 0.136765 -2.729308
C -0.972926 -3.240406 1.137580
C -2.018490 -1.560093 -2.754030
H -2.614925 -4.157404 -2.848193
H -5.700310 -0.575122 1.556873
H -2.894291 4.423941 -2.639821
H 1.583517 2.624012 1.945486
H -2.104120 -4.683115 -1.253630
H -1.428527 -0.646551 -2.728775
H -2.913654 -3.384253 2.137078
H 1.643680 2.605757 -3.820457
H 4.414686 -2.523909 3.375865
H -0.582669 -2.670844 1.990493
H 4.734181 -1.391944 2.036940
H 3.897629 -2.938419 1.724729
H 0.950261 -0.600593 -1.888800
H 0.996571 -3.643751 0.228645
H -3.049241 -1.303018 -2.506576
H 4.453237 3.054440 -1.307401
H -1.294090 0.495765 4.138385
H -5.034585 1.797196 1.716495
H 0.289382 0.671346 -3.008828
H -1.860646 -4.764942 2.349227
H 4.701173 3.899987 0.210503
H -2.850551 2.531311 0.857502
H 1.453569 -0.529972 -3.554208
H -2.010022 -1.929984 -3.778742
H -0.741956 5.631086 -2.731050
H 2.903626 -1.610780 4.767821
H -0.509663 -2.987104 -2.141496
H 3.411790 4.416750 -0.858086
H -1.452816 0.589578 2.415942
H 3.242560 0.600380 -2.131656
H -4.114992 -2.257188 0.732109
H -2.697237 -4.553846 0.824524
H -3.033709 2.217501 -1.592004
H 3.050815 3.583462 2.167836
H 1.311091 4.555557 -1.924478
H 1.772633 4.174840 1.118201
H 0.478377 -4.803195 1.457909
H 0.715295 -0.527119 5.203776
H -3.448638 -3.542087 -1.432059
H 3.310082 2.847886 -3.274529
H 2.928495 1.550891 -4.395379
H 3.574568 1.740674 0.629213
H -0.239275 -4.848784 -0.138645

Cartesian forces (eV/Å) of the 2 atoms listed first:
0.798 0.083 -1.981
0.082 -0.332 0.088

## Properties
E_LUMO (alpha / beta) in eV: -10.9 / -10.9
Spin multiplicity: 1
Net charge: +3
Frontier orbital gap (alpha / beta) in eV: 6.222 / 6.258


Entry 4:
A 2-piece molecular cluster, C2H10NOS2 overall in a non-equilibrium geometry, computed with wB97M-V/def2-TZVPD.

Cartesian coordinates (Å):
S 1.109718 -3.209443 -0.964765
S 0.214119 -1.410309 -1.628233
O -1.251784 0.366675 2.278942
N -0.858019 1.120974 -0.328925
C 0.604303 1.114665 -0.671622
C 1.117945 -0.308486 -0.525609
H -1.428971 -0.526258 2.603075
H -0.030307 -3.855873 -1.240350
H 0.988927 -0.512632 0.538005
H -1.423048 0.606322 -1.003258
H 2.178508 -0.374560 -0.721769
H 1.062346 1.803437 0.030108
H 0.714027 1.484479 -1.684310
H -1.186604 2.102468 -0.318174
H -0.743642 0.787119 2.985657
H -1.067518 0.811423 0.651229

Cartesian forces (eV/Å) of the 2 atoms listed first:
-0.506 0.497 -0.379
0.443 -0.413 0.202

## Properties
E_LUMO in eV: -3.5
Spin multiplicity: 1
Net charge: +1
Relative energy (zero: lowest compared OMol25 entry of this formula, charge and spin) in kJ/mol: 33.45
Frontier orbital gap in eV: 8.574


| no. | DFT total energy (hartree) |
| --- | --- |
| 1 | -2608.9467 |
| 2 | -785.7718 |
| 3 | -2197.6485 |
| 4 | -1008.3259 |